# 1
18
Properties=species:S:1:pos:R:3:forces:R:3:nbo_charge:R:1 method="wB97M-V/def2-TZVPD" smiles="O=C(O)CO.CC(N)=O" largest_force_ha_per_bohr=0.09195 e_homo_ev=-9.5
C 0.8405 -0.7320 1.3539 0.72 -0.99 -1.58 -0.180
C -2.3198 1.0404 -0.3808 -0.10 -0.15 1.06 -0.719
C -0.8175 0.9060 -0.3497 -0.65 1.90 -1.56 0.735
O 1.9464 0.0300 1.8135 -0.40 0.06 -0.12 -0.734
O -0.1095 1.6840 0.2661 -0.53 -1.20 -0.54 -0.557
H 1.7262 0.9644 1.6924 0.00 -0.06 -0.11 0.496
H 0.8932 -1.7078 1.8414 0.05 0.09 0.03 0.198
H -0.1014 -0.2587 1.6399 0.12 -0.25 -0.55 0.192
H -2.6015 1.5955 -1.2780 0.22 -0.14 -0.09 0.244
H -2.8051 0.0669 -0.4118 -0.06 -0.01 -0.03 0.233
H -2.6565 1.6195 0.4746 -0.13 -0.07 0.11 0.229
C 1.1604 -1.2560 -0.2853 1.12 -1.24 4.42 0.804
N -0.3149 0.1129 -1.4135 1.19 -0.13 -1.30 -0.953
O 2.4486 -0.9782 -0.5135 -0.11 0.24 -0.48 -0.694
O 0.6153 -2.2357 -0.7310 -0.31 0.63 -0.48 -0.654
H 2.8140 -0.5496 0.2949 -0.43 0.22 -0.43 0.512
H -0.2513 0.5509 -2.3234 0.34 1.04 0.39 0.407
H -0.4670 -0.8525 -1.6899 -1.03 0.06 1.26 0.440

# 2
19
Properties=species:S:1:pos:R:3:forces:R:3:nbo_charge:R:1 method="wB97M-V/def2-TZVPD" largest_force_ha_per_bohr=0.08987 e_homo_ev=-4.2 total_charge=-1
C 1.3236 -1.5941 0.5884 1.66 1.41 1.02 0.791
C 1.8502 -0.2567 -1.4535 -0.83 -0.42 -0.08 -0.637
C -2.8436 0.4660 0.8296 2.49 1.97 -1.02 -0.305
C 1.4703 -0.1479 0.0043 1.89 -0.98 0.93 -0.165
N 0.3132 0.5559 0.2380 -4.20 0.38 -1.88 -0.900
O 0.1543 -2.1591 0.6175 -0.21 0.54 -0.36 -0.725
O 2.3310 -2.0454 1.1115 -0.37 -0.92 -0.18 -0.664
O -1.2607 -2.2566 -1.4261 -0.47 1.07 0.11 -1.107
O -2.4867 -0.2133 -0.3282 1.19 -1.55 -2.58 -0.828
P -1.2922 -1.4203 -0.1951 0.57 0.94 1.05 2.000
H 0.8686 -0.5879 -1.8568 0.79 0.56 -0.85 0.221
H 2.2410 0.7099 -1.7307 -0.48 0.49 -0.70 0.194
H 2.6159 -0.9656 -1.7361 0.20 -0.47 0.33 0.206
H -3.1891 1.4789 0.3906 -0.31 -1.55 1.46 0.186
H -1.8024 0.6955 1.2796 -1.86 -0.18 0.53 0.230
H -3.5184 -0.2117 1.3450 -0.34 0.81 0.85 0.175
H 2.3176 0.3521 0.5711 -0.53 -0.99 -0.26 0.170
H -0.0053 1.0414 -0.6646 0.54 -0.77 1.56 0.322
H -1.9910 -1.8929 0.9345 0.26 -0.33 0.07 -0.164